# 1
{"formula": "C8H14P2", "method": "wB97M-V/def2-TZVPD", "species": ["C", "C", "C", "C", "C", "C", "C", "C", "P", "P", "H", "H", "H", "H", "H", "H", "H", "H", "H", "H", "H", "H", "H", "H"], "coordinates": [[0.953, -0.975, 0.208], [-0.939, 0.260, 0.963], [1.269, -2.295, -1.767], [3.242, -0.994, -0.649], [-1.408, 2.561, 0.462], [-3.308, 1.146, 1.045], [1.975, -1.807, -0.491], [-1.791, 1.408, 1.321], [-1.140, -1.205, 0.108], [0.971, 0.428, 1.108], [1.089, -1.471, -2.542], [0.597, -3.096, -1.553], [2.092, -2.812, -2.442], [4.128, -1.576, -1.010], [3.582, -0.676, 0.317], [2.917, -0.047, -1.158], [-1.830, 3.611, 0.735], [-1.664, 2.448, -0.572], [-0.350, 2.829, 0.458], [-3.504, 1.125, -0.009], [-3.790, 1.952, 1.445], [-3.649, 0.201, 1.481], [2.308, -2.581, 0.055], [-1.751, 1.565, 2.488]], "lowdin_charge": [-0.6437, -0.7703, -0.1241, -0.1186, -0.1409, -0.0977, -0.5414, -0.5401, 0.9123, 0.9035, 0.1069, 0.0458, 0.1039, 0.0953, 0.0466, 0.0895, 0.1175, 0.0740, 0.0421, 0.0680, 0.0368, 0.0770, 0.0869, 0.1709], "homo_energy_ev": [-7.7859, -7.7854], "e_tot_ev": -27096.270, "relative_energy_kcal_mol": 31.96, "multiplicity": 1, "orbital_gap_ha": [0.268, 0.268]}

# 2
{"formula": "C10H12O", "method": "wB97M-V/def2-TZVPD", "species": ["C", "C", "C", "C", "C", "C", "C", "O", "C", "C", "C", "H", "H", "H", "H", "H", "H", "H", "H", "H", "H", "H", "H"], "coordinates": [[-1.165, -2.252, -1.138], [0.145, -1.897, -1.020], [0.688, -0.791, -1.985], [0.137, 0.415, -2.091], [-0.980, 1.081, -1.219], [-1.227, 1.001, 0.133], [-0.759, 0.288, 1.370], [-1.599, -0.083, 2.156], [0.690, -0.293, 1.342], [1.786, 0.458, 1.405], [1.984, 1.876, 0.951], [-1.470, -2.927, -0.199], [-1.970, -1.872, -2.107], [0.768, -2.372, -0.157], [1.550, -1.088, -2.632], [0.573, 1.151, -2.807], [-1.802, 1.597, -1.731], [-1.947, 1.666, 0.613], [0.698, -1.356, 1.658], [2.755, -0.072, 1.523], [0.944, 2.462, 1.215], [1.869, 1.714, -0.296], [3.031, 2.439, 1.192]], "lowdin_charge": [-0.0476, -0.2256, -0.1228, -0.1212, -0.0468, -0.0487, -0.3964, 0.0918, -0.0854, -0.2081, -0.1197, 0.0905, 0.1596, 0.1100, 0.1056, 0.1036, 0.0962, 0.1050, 0.1081, 0.1067, 0.1114, 0.1219, 0.1120], "homo_energy_ev": -9.0783, "e_tot_ev": -12606.007, "relative_energy_kcal_mol": 139.95, "smiles": "C=C/C=C\\C=C/C(=O)/C=C\\C", "multiplicity": 1, "orbital_gap_ha": 0.333}

# 3
{"formula": "C9H7ClO3Pd", "method": "wB97M-V/def2-TZVPD", "species": ["Cl", "C", "C", "C", "H", "C", "C", "H", "H", "H", "C", "Pd", "C", "C", "O", "O", "H", "H", "H", "O", "C"], "coordinates": [[-3.032, 0.860, -0.085], [0.668, -1.534, -0.477], [1.846, -0.817, -0.142], [1.741, 0.494, -0.633], [2.715, -1.261, 0.337], [0.475, 0.638, -1.310], [-0.154, -0.684, -1.302], [-1.023, -0.948, -1.895], [0.466, -2.587, -0.279], [2.492, 1.288, -0.600], [0.001, 1.810, -2.097], [-0.683, 0.295, 0.610], [0.042, -1.312, 2.496], [-2.436, -0.235, 1.296], [0.249, -2.443, 2.753], [-3.127, -0.817, 2.057], [0.326, 2.733, -1.604], [-1.095, 1.810, -2.157], [0.403, 1.813, -3.118], [0.151, 0.851, 3.516], [-0.026, 0.046, 2.634]], "lowdin_spin": [0.2171, 0.3164, 0.3457, 0.3106, 0.0082, 0.2613, 0.2568, 0.0048, 0.0075, 0.0074, 0.0436, 0.3228, 0.2976, 0.0997, 0.2857, 0.1164, 0.0051, 0.0045, 0.0218, 0.6922, 0.3749], "homo_energy_ev": [-17.3856, -19.5815], "e_tot_ev": -31565.484, "s_squared": 6.062, "multiplicity": 5, "total_charge": 2, "orbital_gap_ha": [0.266, 0.265]}

# 4
{"formula": "C40H57IrNO4PS5", "method": "wB97M-V/def2-TZVPD", "species": ["Ir", "C", "C", "S", "C", "C", "S", "C", "C", "S", "H", "H", "H", "H", "H", "H", "H", "H", "H", "H", "H", "H", "O", "S", "C", "C", "C", "C", "S", "O", "C", "C", "C", "C", "C", "C", "C", "C", "C", "C", "C", "C", "H", "H", "H", "H", "H", "H", "H", "H", "H", "H", "H", "H", "H", "H", "H", "H", "H", "H", "C", "C", "C", "C", "P", "C", "C", "C", "C", "C", "C", "C", "C", "C", "C", "H", "H", "H", "H", "H", "H", "H", "H", "H", "H", "H", "H", "H", "H", "H", "H", "H", "H", "H", "H", "H", "H", "H", "O", "C", "C", "C", "C", "O", "N", "H", "H", "H", "H"], "coordinates": [[0.212, -0.314, 0.359], [-5.437, -1.862, -0.813], [-4.658, -1.256, -1.974], [-3.102, -0.423, -1.469], [-1.878, -1.436, -2.352], [-1.666, -2.824, -1.794], [-0.764, -2.851, -0.206], [-2.110, -3.496, 0.897], [-3.380, -2.669, 0.942], [-4.653, -3.370, -0.176], [-6.418, -2.181, -1.166], [-5.566, -1.160, 0.008], [-5.270, -0.496, -2.458], [-4.404, -2.025, -2.701], [-0.959, -0.856, -2.294], [-2.202, -1.496, -3.392], [-1.027, -3.387, -2.478], [-2.606, -3.359, -1.650], [-1.662, -3.569, 1.885], [-2.317, -4.508, 0.546], [-3.190, -1.633, 0.654], [-3.809, -2.688, 1.942], [-1.439, 0.997, 1.211], [-1.630, 1.876, 2.424], [-1.036, 3.572, 2.009], [-1.757, 4.306, 0.893], [-1.640, 3.621, -0.469], [-0.237, 3.691, -1.040], [0.010, 2.324, -2.240], [-0.615, 1.138, -1.574], [-1.231, 2.860, -3.457], [-1.026, 4.062, -4.113], [-1.955, 4.477, -5.051], [-3.045, 3.680, -5.355], [-3.223, 2.465, -4.715], [-2.303, 2.051, -3.768], [-3.396, 2.222, 2.413], [-3.930, 2.842, 3.531], [-5.291, 3.085, 3.579], [-6.098, 2.707, 2.516], [-5.551, 2.081, 1.408], [-4.191, 1.829, 1.353], [0.024, 3.445, 1.797], [-1.140, 4.105, 2.955], [-1.337, 5.312, 0.823], [-2.812, 4.404, 1.153], [-2.342, 4.087, -1.163], [-1.917, 2.571, -0.369], [0.531, 3.518, -0.292], [-0.029, 4.623, -1.555], [-0.161, 4.668, -3.895], [-1.824, 5.422, -5.550], [-3.758, 3.999, -6.098], [-4.065, 1.839, -4.971], [-2.411, 1.108, -3.259], [-3.281, 3.126, 4.346], [-5.721, 3.570, 4.441], [-7.158, 2.898, 2.558], [-6.182, 1.801, 0.579], [-3.740, 1.346, 0.499], [0.703, -3.423, 3.193], [1.929, -2.524, 3.323], [3.075, -3.155, 2.542], [2.291, -2.371, 4.799], [1.470, -0.845, 2.537], [0.249, -0.249, 3.763], [0.495, 0.584, 4.849], [-0.523, 0.907, 5.731], [-1.800, 0.405, 5.547], [-2.064, -0.409, 4.456], [-1.048, -0.731, 3.574], [2.975, 0.307, 2.437], [2.355, 1.660, 2.067], [3.864, 0.461, 3.668], [3.841, -0.202, 1.273], [0.938, -4.419, 3.560], [0.421, -3.508, 2.146], [-0.130, -3.045, 3.780], [3.239, -4.170, 2.899], [4.002, -2.611, 2.683], [2.844, -3.202, 1.479], [2.400, -3.363, 5.234], [1.517, -1.850, 5.357], [3.231, -1.851, 4.940], [1.484, 0.968, 5.034], [-0.308, 1.544, 6.575], [-2.583, 0.648, 6.249], [-3.063, -0.785, 4.300], [-1.262, -1.335, 2.702], [1.792, 2.072, 2.904], [1.685, 1.541, 1.202], [3.132, 2.369, 1.788], [3.331, 0.809, 4.547], [4.635, 1.198, 3.443], [4.376, -0.465, 3.913], [3.231, -0.697, 0.519], [4.600, -0.904, 1.607], [4.355, 0.628, 0.795], [2.148, 1.570, -1.204], [2.304, 0.462, -1.697], [3.248, 0.065, -2.804], [2.901, -1.397, -3.071], [1.806, -1.706, -2.070], [1.196, -2.748, -1.946], [1.574, -0.609, -1.298], [4.272, 0.212, -2.456], [3.110, 0.714, -3.668], [3.736, -2.079, -2.903], [2.536, -1.567, -4.085]], "lowdin_charge": [1.0916, -0.5117, -0.4693, 0.8960, -0.4979, -0.4359, 0.9880, -0.4497, -0.5323, 0.9101, 0.0820, 0.0708, 0.0769, 0.0801, 0.0268, 0.1025, 0.0903, 0.0397, 0.0491, 0.0927, 0.0085, 0.0759, -0.6420, 1.0437, -0.2733, -0.1991, -0.2258, -0.2671, 1.0571, -0.6241, -0.3558, -0.0825, -0.0573, -0.0594, -0.0534, -0.0832, -0.3716, -0.0780, -0.0469, -0.0472, -0.0470, -0.0709, 0.0711, 0.1043, 0.1318, 0.1146, 0.1316, 0.0703, 0.0769, 0.1018, 0.1122, 0.1145, 0.1134, 0.1116, 0.0299, 0.1152, 0.1179, 0.1170, 0.1136, 0.0579, -0.0914, -0.6411, -0.0688, -0.0462, 1.1519, -0.3935, -0.0855, -0.0474, -0.0572, -0.0794, -0.1957, -0.6416, -0.0941, -0.0523, -0.0826, 0.1079, 0.0341, 0.0767, 0.1036, 0.0703, 0.0899, 0.1081, 0.0820, 0.0721, 0.0931, 0.1201, 0.1210, 0.1218, 0.0684, 0.0764, 0.0301, 0.1120, 0.0703, 0.1085, 0.0753, 0.0448, 0.0809, 0.1012, -0.0543, -0.5420, -0.0467, -0.0441, -0.4845, -0.0161, -0.0086, 0.1365, 0.1359, 0.1369, 0.1370], "homo_energy_ev": -12.9596, "e_tot_ev": -118374.271, "relative_energy_kcal_mol": 52.60, "multiplicity": 1, "total_charge": 2, "orbital_gap_ha": 0.184}

# 5
{"formula": "C3H2Cl2O", "method": "wB97M-V/def2-TZVPD", "species": ["C", "C", "Cl", "C", "O", "Cl", "H", "H"], "coordinates": [[-1.270, 0.326, 0.088], [0.055, 0.351, -0.057], [0.678, 2.050, -0.184], [0.965, -0.751, -0.095], [0.574, -2.007, 0.049], [2.622, -0.409, -0.012], [-1.945, 1.143, 0.093], [-1.679, -0.702, 0.118]], "lowdin_charge": [0.0408, -0.6688, 0.5768, -0.8180, -0.0496, 0.7561, 0.0646, 0.0981], "homo_energy_ev": -10.5091, "e_tot_ev": -30234.240, "relative_energy_kcal_mol": 24.32, "smiles": "C=C(Cl)C(=O)Cl", "multiplicity": 1, "orbital_gap_ha": 0.342}

# 6
{"formula": "C35H33ClN4S2Si2Tm", "method": "wB97M-V/def2-TZVPD", "species": ["C", "C", "C", "H", "C", "C", "H", "H", "H", "H", "Tm", "Si", "C", "C", "H", "C", "H", "C", "H", "C", "H", "C", "H", "C", "C", "H", "C", "H", "C", "H", "C", "H", "C", "H", "H", "Si", "C", "C", "H", "C", "H", "C", "H", "C", "H", "C", "H", "C", "C", "H", "C", "H", "C", "H", "C", "H", "C", "H", "H", "Cl", "N", "C", "N", "C", "C", "S", "C", "C", "S", "C", "N", "N", "H", "H", "H", "H", "H", "H"], "coordinates": [[1.527, 0.324, 0.598], [1.173, 1.141, -0.516], [0.124, 2.025, -0.103], [1.693, 1.151, -1.477], [-0.175, 1.742, 1.264], [0.690, 0.685, 1.692], [0.812, 0.320, 2.713], [2.380, -0.354, 0.638], [-0.320, 2.819, -0.713], [-0.879, 2.292, 1.898], [-0.694, -0.374, -0.001], [-6.867, 0.994, -1.741], [-7.541, 0.781, -3.473], [-8.702, 0.060, -3.851], [-9.206, -0.595, -3.126], [-9.228, 0.217, -5.143], [-10.191, -0.237, -5.396], [-8.549, 0.971, -6.108], [-8.968, 1.100, -7.112], [-7.350, 1.602, -5.762], [-6.791, 2.170, -6.513], [-6.887, 1.558, -4.443], [-6.014, 2.145, -4.147], [-8.275, 1.699, -0.791], [-8.900, 2.764, -1.466], [-8.822, 2.830, -2.556], [-9.574, 3.749, -0.744], [-9.927, 4.637, -1.261], [-9.778, 3.588, 0.630], [-10.302, 4.360, 1.193], [-9.335, 2.414, 1.254], [-9.546, 2.267, 2.313], [-8.612, 1.442, 0.549], [-8.299, 0.499, 1.007], [-5.894, 2.141, -1.699], [-3.108, 0.731, -1.162], [-3.855, 2.058, -0.110], [-3.912, 3.371, -0.622], [-3.908, 3.513, -1.705], [-3.941, 4.470, 0.230], [-3.968, 5.478, -0.183], [-3.921, 4.295, 1.619], [-3.926, 5.151, 2.284], [-3.898, 2.992, 2.138], [-3.893, 2.853, 3.219], [-3.896, 1.882, 1.294], [-3.895, 0.868, 1.709], [-3.044, 1.161, -2.958], [-1.978, 2.037, -3.279], [-1.344, 2.421, -2.466], [-1.771, 2.473, -4.590], [-0.949, 3.155, -4.803], [-2.668, 2.100, -5.597], [-2.560, 2.499, -6.605], [-3.720, 1.237, -5.292], [-4.463, 1.009, -6.055], [-3.863, 0.693, -4.003], [-4.645, -0.037, -3.793], [-6.182, -0.214, -1.138], [-3.603, -1.276, -0.736], [1.228, -0.584, -3.007], [1.288, -1.707, -2.230], [0.504, -1.924, -1.172], [0.915, -3.067, -0.449], [2.070, -3.633, -0.947], [2.644, -2.810, -2.360], [0.393, -3.224, 0.865], [0.889, -4.038, 1.875], [0.326, -3.557, 3.439], [-0.557, -2.224, 2.672], [-0.416, -2.173, 1.343], [-1.114, -1.250, 3.419], [1.927, -0.550, -3.746], [0.332, -0.123, -3.168], [2.624, -4.407, -0.419], [1.634, -4.804, 1.710], [-1.109, -1.381, 4.427], [-1.652, -0.488, 3.000]], "lowdin_spin": [-0.0039, -0.0035, -0.0009, -0.0001, -0.0020, -0.0004, 0.0002, -0.0001, 0.0001, -0.0001, 2.0239, -0.0001, 0.0000, 0.0000, 0.0000, 0.0000, 0.0000, 0.0000, 0.0000, 0.0000, 0.0000, 0.0000, 0.0000, 0.0000, 0.0000, 0.0000, 0.0000, 0.0000, 0.0000, 0.0000, 0.0000, 0.0000, 0.0000, 0.0000, 0.0000, -0.0033, -0.0005, -0.0005, 0.0000, 0.0000, 0.0000, -0.0005, 0.0000, 0.0000, 0.0000, -0.0005, 0.0000, -0.0006, -0.0002, 0.0000, 0.0000, 0.0000, -0.0002, 0.0000, 0.0000, 0.0000, -0.0002, 0.0000, -0.0001, -0.0014, -0.0001, -0.0001, -0.0026, -0.0001, 0.0000, -0.0001, 0.0000, 0.0001, -0.0002, 0.0002, -0.0025, 0.0001, 0.0000, 0.0001, 0.0000, 0.0000, 0.0000, 0.0000], "homo_energy_ev": [-9.0395, -9.0138], "e_tot_ev": -122265.173, "relative_energy_kcal_mol": 0.00, "s_squared": 2.003, "multiplicity": 3, "total_charge": 1, "orbital_gap_ha": [0.221, 0.220]}